[1]
A single C6H16N2 molecule at a distorted geometry, computed with ωB97M-V with the def2-TZVPD basis set.

SMILES: CCCNC[C@@H](C)N
Net charge: 0

Structure (XYZ):
```
24
Properties=species:S:1:pos:R:3:forces:R:3
N -0.660 1.465 0.261 -0.5 0.2 -0.7
N 1.440 -0.202 1.151 -0.7 0.1 -0.2
C 0.352 -0.431 -2.261 -0.4 0.8 0.1
C 0.128 -0.400 1.748 -0.7 0.4 -1.5
C -0.250 -1.823 2.112 0.2 0.7 1.1
C 0.459 1.061 -1.968 0.3 0.5 -0.8
C -0.734 1.610 -1.201 -0.5 0.0 0.6
C -1.007 0.191 0.838 1.0 -0.6 0.7
H 2.175 -0.233 1.831 0.3 -0.4 0.0
H -1.223 -0.586 0.103 -0.3 0.2 -0.3
H -1.296 -1.908 2.414 -0.1 0.0 -0.3
H 1.577 -0.806 0.354 0.4 -0.1 0.1
H 0.120 -0.901 -1.313 0.5 -0.7 -0.1
H 0.257 1.762 0.551 0.2 -0.2 0.2
H 1.394 1.270 -1.445 -0.1 0.0 0.2
H -0.939 2.666 -1.390 0.4 0.1 -0.2
H -1.855 0.279 1.527 -0.2 -0.1 -0.3
H 0.321 -2.158 2.969 0.3 -0.1 0.2
H -0.523 -0.590 -2.880 -0.2 -0.2 -0.3
H 1.233 -0.780 -2.798 0.0 -0.4 0.4
H 0.009 -2.461 1.304 -0.1 -0.8 -0.9
H 0.114 0.250 2.573 0.0 0.6 1.6
H -1.646 1.120 -1.563 0.0 -0.1 0.2
H 0.554 1.603 -2.919 -0.1 0.0 0.0
```
Positions in Å, forces in eV/Å.



[2]
A molecular structure, C6H16N2 at a distorted geometry, computed with ωB97M-V with the def2-TZVPD basis set.

Net charge: 0

Structure (XYZ):
```
24
Properties=species:S:1:pos:R:3:forces:R:3
N -2.312 -1.312 -1.714 -0.1 0.1 -0.8
N 0.401 -1.599 -1.128 -0.4 0.1 0.6
C 0.125 -1.321 1.328 0.2 0.5 0.1
C 2.185 0.956 -0.188 -0.2 -0.5 0.0
C 0.725 1.298 -0.192 -1.6 -0.4 -0.3
C 0.224 2.130 0.959 -0.1 0.2 0.0
C -2.077 -0.728 -0.474 1.9 -0.4 0.7
C -0.114 -0.972 -0.117 -2.1 -1.3 -1.2
H 2.806 1.827 -0.429 -0.2 0.0 0.0
H 1.043 -2.331 -0.833 0.2 0.3 0.0
H 0.410 1.684 -1.165 0.1 0.2 0.0
H -0.033 -2.392 1.481 -0.1 0.1 -0.1
H -1.493 -1.860 -2.020 -0.2 0.1 0.2
H -0.523 -0.765 2.007 -0.1 0.0 0.0
H -2.406 0.306 -0.387 0.0 0.0 0.1
H -0.375 0.267 -0.330 2.3 1.3 0.5
H -0.869 2.198 0.961 0.1 0.0 0.1
H -2.401 -1.327 0.373 0.0 0.0 0.1
H 2.509 0.598 0.794 0.0 0.0 0.0
H 0.600 3.160 0.906 0.0 -0.1 0.0
H -2.525 -0.625 -2.428 0.2 -0.1 0.1
H 0.549 1.717 1.918 0.0 0.0 0.0
H 2.395 0.180 -0.932 0.0 0.0 0.0
H 1.155 -1.091 1.612 0.0 -0.1 0.0
```
Positions in Å, forces in eV/Å.



Computed values of frontier orbital gap (unit: eV) for the preceding records, in sequence: 9.3 7.9.
Computed values of ΔE to the lowest compared entry with this formula, charge and spin (unit: kJ/mol) for the preceding records, in sequence: 83.5 454.5.